#one
9
Properties=species:S:1:pos:R:3 method="wB97M-V/def2-TZVPD" gap_ev=11.07 smiles=Nn1cnnn1 e_homo_ev=-10.299
N -0.173 -1.941 0.101
N -0.104 -0.564 -0.053
C 1.059 0.040 -0.220
N 0.796 1.338 -0.135
N -0.467 1.476 0.124
N -1.063 0.322 0.146
H -0.763 -2.340 -0.634
H -0.678 -2.105 1.021
H 2.166 -0.218 -0.347

---

#two
9
Properties=species:S:1:pos:R:3 method="wB97M-V/def2-TZVPD" gap_ev=9.33 e_homo_ev=-8.409
N -1.788 -0.089 0.207
C -0.482 -0.253 0.150
N 0.567 -1.035 0.437
N 1.580 -0.239 0.027
N 1.271 0.918 -0.477
N -0.025 0.907 -0.422
H -2.418 -0.846 0.420
H -1.252 1.164 -0.442
H 2.546 -0.526 0.100

---

Pick #one: it beats the second-best structure by 0.0479 hartree.

---

#one
8
Properties=species:S:1:pos:R:3 method="wB97M-V/def2-TZVPD" gap_ev="7.86 / 7.86" e_homo_ev="-8.838 / -8.836"
C 2.497 0.834 1.488
Si -1.440 -0.484 -1.330
Cl 0.153 -0.417 -0.186
Br 1.346 1.360 2.771
H 3.131 -0.142 1.847
H -1.465 0.945 -2.012
H -2.417 -0.453 -0.364
H -1.806 -1.644 -2.215

---

#two
8
Properties=species:S:1:pos:R:3 method="wB97M-V/def2-TZVPD" gap_ev=10.05 e_homo_ev=-9.667
C -0.397 0.050 -0.782
Si 0.636 -0.222 0.851
Cl -1.489 -1.242 -1.226
Br 0.383 0.917 -2.236
H -1.386 1.083 -0.206
H -0.572 -0.465 1.720
H 1.290 1.197 0.940
H 1.534 -1.319 0.938

---

Pick #two: it beats the second-best structure by 0.0514 hartree.

---

#one
96
Properties=species:S:1:pos:R:3 method="wB97M-V/def2-TZVPD" gap_ev=6.07 e_homo_ev=-6.400
K 2.632 -4.243 -2.062
C 0.047 -1.682 -1.038
O 0.410 -3.001 -0.818
H -0.790 -1.674 -1.736
H -0.200 -1.124 -0.135
H 0.680 -0.937 -1.521
C 6.845 -3.094 -2.090
C 7.182 -3.313 -0.560
O 6.304 -2.523 0.353
C 5.060 -2.795 0.440
O 4.509 -3.714 -0.130
O 4.480 -2.033 1.355
C 3.229 -2.228 1.878
H 5.845 -3.303 -2.470
H 7.502 -3.595 -2.801
H 7.088 -2.060 -2.332
H 8.167 -2.987 -0.224
H 7.083 -4.386 -0.396
H 3.177 -1.349 2.520
H 3.149 -3.098 2.530
H 2.434 -2.068 1.150
C -3.746 -1.701 -1.669
C -4.745 -2.805 -1.283
O -5.804 -2.171 -0.521
C -6.805 -2.935 -0.069
O -7.072 -4.098 -0.413
O -7.620 -2.181 0.752
C -8.605 -2.819 1.587
H -2.943 -2.068 -2.309
H -3.265 -1.240 -0.806
H -4.177 -0.852 -2.198
H -4.256 -3.486 -0.587
H -5.134 -3.315 -2.164
H -8.230 -2.728 2.606
H -8.899 -3.846 1.371
H -9.527 -2.237 1.584
C -1.904 1.373 1.224
C -2.590 2.367 2.164
O -1.642 2.725 3.185
C -2.205 3.199 4.231
O -3.395 3.225 4.470
O -1.205 3.755 4.984
C -1.415 4.754 6.023
H -0.958 1.773 0.859
H -2.476 1.121 0.330
H -1.706 0.412 1.698
H -3.277 1.709 2.697
H -3.142 3.227 1.786
H -1.324 5.804 5.743
H -0.588 4.535 6.699
H -2.380 4.771 6.529
C 5.541 2.690 -4.153
C 4.977 1.350 -4.561
O 4.623 0.573 -3.437
C 3.833 -0.619 -3.520
O 3.648 -1.323 -4.495
O 3.301 -0.881 -2.368
C 3.533 -0.128 -1.143
H 4.864 3.323 -3.579
H 5.764 3.213 -5.083
H 6.415 2.449 -3.547
H 5.749 0.790 -5.089
H 4.108 1.519 -5.197
H 3.058 -0.568 -0.267
H 2.911 0.761 -1.249
H 4.565 -0.009 -0.813
C -1.119 1.407 -3.288
C 0.338 1.791 -2.916
O 0.550 3.221 -3.140
C 0.964 3.675 -4.310
O 1.041 3.011 -5.361
O 1.052 5.005 -4.257
C 1.430 5.724 -5.331
H -1.537 0.684 -2.587
H -1.327 1.331 -4.355
H -1.739 2.260 -3.016
H 1.120 1.236 -3.435
H 0.495 1.636 -1.848
H 1.950 6.625 -5.005
H 0.626 5.960 -6.028
H 2.138 5.260 -6.018
C 0.183 -1.106 3.740
C -1.072 -1.620 4.514
O -1.992 -0.640 4.324
C -3.143 -0.652 5.057
O -3.289 -1.287 6.053
O -4.031 0.054 4.460
C -5.345 -0.071 4.979
H 0.801 -1.964 3.477
H 0.721 -0.436 4.411
H -0.107 -0.613 2.812
H -0.883 -1.787 5.574
H -1.415 -2.580 4.129
H -5.742 0.943 5.004
H -5.430 -0.444 6.000
H -5.932 -0.820 4.447

---

#two
96
Properties=species:S:1:pos:R:3 method="wB97M-V/def2-TZVPD" gap_ev=2.72 e_homo_ev=-4.682
K -1.204 -3.988 -5.148
C 1.138 -1.229 -0.659
O 1.641 -0.995 -1.967
H 0.436 -0.498 -0.258
H 0.725 -2.237 -0.697
H 1.963 -1.304 0.050
C 5.948 -3.194 3.310
C 7.135 -3.092 2.215
O 7.874 -1.967 2.721
C 8.063 -0.907 1.945
O 7.819 -0.837 0.743
O 8.707 -0.030 2.740
C 8.991 1.241 2.269
H 5.392 -2.263 3.420
H 6.257 -3.568 4.286
H 5.235 -3.898 2.882
H 6.732 -2.922 1.217
H 7.643 -4.053 2.134
H 8.186 1.637 1.650
H 9.872 1.184 1.630
H 9.044 1.821 3.191
C -3.481 -7.673 2.701
C -3.473 -8.998 3.536
O -4.491 -9.924 3.188
C -5.644 -9.859 3.874
O -5.979 -9.385 4.908
O -6.443 -10.681 3.096
C -7.628 -11.202 3.722
H -2.627 -7.778 2.032
H -3.400 -6.804 3.354
H -4.339 -7.596 2.033
H -3.540 -8.778 4.602
H -2.501 -9.474 3.412
H -8.250 -10.444 4.197
H -7.231 -11.997 4.352
H -8.242 -11.735 2.995
C -0.161 -1.859 9.968
C -0.334 -2.264 8.568
O -1.576 -1.644 8.097
C -1.593 -0.472 7.494
O -0.626 0.321 7.578
O -2.633 -0.435 6.640
C -3.059 0.594 5.831
H 0.184 -0.849 10.186
H 0.552 -2.527 10.451
H -1.133 -2.015 10.437
H -0.494 -3.341 8.605
H 0.588 -2.002 8.050
H -3.209 1.517 6.391
H -4.061 0.232 5.603
H -2.477 0.631 4.911
C -6.798 1.310 -2.254
C -7.655 2.399 -2.966
O -8.744 2.699 -2.112
C -9.758 1.687 -1.988
O -9.841 0.644 -2.617
O -10.578 1.957 -1.010
C -11.713 1.128 -0.617
H -6.445 1.379 -1.225
H -5.871 1.270 -2.826
H -7.173 0.299 -2.412
H -8.020 2.123 -3.955
H -7.191 3.359 -3.193
H -12.647 1.608 -0.909
H -11.682 1.096 0.472
H -11.637 0.091 -0.942
C 3.925 6.441 -11.887
C 3.780 5.164 -11.116
O 2.964 5.538 -10.014
C 2.755 4.637 -9.011
O 3.537 3.667 -8.660
O 1.524 4.833 -8.509
C 1.071 4.030 -7.473
H 2.955 6.939 -11.907
H 4.366 6.461 -12.884
H 4.318 7.248 -11.270
H 4.773 4.937 -10.728
H 3.427 4.328 -11.720
H 0.055 4.404 -7.341
H 1.608 4.207 -6.541
H 1.057 2.993 -7.807
C 3.762 5.136 0.934
C 3.912 5.021 -0.641
O 4.628 6.111 -1.126
C 5.285 5.978 -2.274
O 5.572 4.938 -2.893
O 5.708 7.188 -2.681
C 6.407 7.369 -3.909
H 3.311 4.273 1.423
H 2.973 5.830 1.226
H 4.618 5.458 1.526
H 2.899 4.997 -1.043
H 4.311 4.013 -0.758
H 6.950 8.311 -3.979
H 5.753 7.336 -4.781
H 7.251 6.704 -4.092

---

Pick #one: it beats the second-best structure by 0.1782 hartree.